C32H37F3N4O7 in the gas phase, computed with the ωB97M-V functional and the def2-TZVPD basis.

Calculated values
SMILES string: [H]/N=C(/C)Cc1c(COC)c2c(c(C[C@@H](O)C(F)(F)F)c1ON=O)C(=O)c1c(c(N)c(C[C@H]3CO3)c(N=C(C)C)c1[C@H](C)CC)C2=O
E_tot (eV): -62219.918
Highest occupied orbital energy (Eh): -0.3261
Frontier orbital gap (eV): 7.7

```
83
Properties=species:S:1:pos:R:3:forces:R:3
H -0.71528 5.41855 -5.91150 0.2114 -0.1136 -0.0155
N 0.16597 4.89728 -5.81706 -0.3274 -0.2216 0.9605
C 0.26757 4.40001 -4.64217 0.7192 -0.1527 -0.6103
C 1.58764 3.58666 -4.36877 -0.2247 0.0172 -0.0070
C -0.85794 4.62208 -3.56605 0.0859 -0.2103 0.2772
C -0.76121 3.66695 -2.33572 0.3371 -0.9792 1.7871
C -1.39523 2.32914 -2.32709 0.5627 0.6635 0.9269
C -2.22384 1.87626 -3.57225 0.5400 -0.6779 0.3366
O -3.65447 1.88686 -3.41812 0.6900 0.7132 0.7720
C -4.11379 2.59002 -2.26506 -1.6136 0.1917 0.3456
C -1.25270 1.43844 -1.17352 0.9202 1.2882 0.4095
C -0.50829 1.86220 0.03435 -0.4887 0.4798 -2.3255
C 0.11024 3.17128 0.02859 -0.4818 0.2759 -0.1112
C 0.91344 3.70271 1.26418 0.6091 0.4666 -0.8799
C 2.40573 3.12865 1.21736 -0.6630 0.0876 0.0658
O 2.67837 2.81969 -0.15003 0.6098 -0.4418 0.8545
C 3.46645 4.20190 1.70102 -0.5336 0.3404 -0.3611
F 4.60341 3.60998 2.19751 -1.3495 0.8061 -0.2892
F 2.91764 5.06131 2.63005 1.0689 -1.2397 -0.6904
F 3.85268 4.98471 0.64452 -0.2340 -0.7253 1.2051
C 0.00359 4.05764 -1.13946 -1.2992 -2.1824 -0.3041
O 0.60403 5.34614 -1.15130 -1.6608 -1.1931 0.3208
N 1.92721 5.24786 -1.62265 0.9332 0.6348 -1.4086
O 2.13618 6.11818 -2.37915 0.0789 -0.4190 0.9288
C -0.43434 0.86898 1.24459 0.0497 0.4070 -1.0495
O -0.51426 1.31700 2.36780 0.2066 -0.5396 -0.3585
C -0.28764 -0.62000 0.86793 -0.0244 -1.6267 -1.1492
C -1.00150 -1.04509 -0.36082 1.5684 -0.8183 1.5729
C -0.87525 -2.44001 -0.81086 -0.1570 0.8830 0.5779
N -1.56638 -2.78844 -2.05471 0.8321 -0.0857 0.6751
C -0.10993 -3.43767 -0.08109 0.7200 2.1793 1.3583
C 0.06415 -4.92033 -0.50905 -2.8187 -0.0261 -0.8836
C -1.42910 -5.53038 -0.88858 0.8153 -0.8508 -3.2357
C -1.58754 -5.94382 -2.44540 0.5813 -2.8105 3.9686
O -1.44802 -6.94337 -1.25050 0.0447 2.6810 0.7835
C 0.58829 -2.97962 1.15623 -1.3484 0.0354 -2.2186
N 1.34886 -3.98358 1.88632 -1.2839 2.0482 1.8007
C 0.66184 -4.51044 2.84587 -0.3997 -0.6935 0.6084
C 1.35108 -4.92116 4.19151 0.3432 -0.9495 -0.7895
C -0.88070 -4.82779 2.73710 0.0838 0.7931 0.3991
C 0.53057 -1.58044 1.63217 -0.8144 -0.4635 -0.9147
C 1.30418 -1.08641 2.90763 0.5948 0.1628 -0.3844
C 2.81643 -1.60398 2.93238 -0.6589 -0.2873 -0.9970
C 0.54924 -1.34845 4.27213 -0.1263 0.6788 -0.0364
C -1.01775 -1.41876 4.17165 -0.1220 0.3814 1.0613
C -1.86305 0.00426 -1.13745 1.0254 0.0393 0.7281
O -2.92603 -0.27999 -1.63730 0.5613 0.1893 0.0854
H 2.44648 4.26917 -4.11567 -1.0172 -0.5626 -0.1090
H 1.45946 2.83799 -3.54587 0.1592 0.6774 -0.6401
H 1.90888 3.05253 -5.30615 -0.6043 0.5745 0.8803
H -0.82715 5.70819 -3.26296 0.1819 -1.1893 -0.0054
H -1.85094 4.49724 -4.08159 1.0042 0.0056 0.5263
H -1.97049 2.49916 -4.46582 -0.0421 -0.6069 0.7455
H -1.93723 0.80119 -3.76684 -0.2836 1.1130 -0.0443
H -3.92463 2.04333 -1.29670 0.1736 0.6161 -0.9999
H -3.78593 3.66636 -2.21832 0.0382 -1.0455 0.0030
H -5.23901 2.62847 -2.35376 1.1435 -0.1040 -0.0776
H 0.42645 3.48256 2.24094 0.4030 0.0125 -0.9378
H 0.98735 4.81443 1.15076 -0.1828 -0.9649 0.1367
H 2.43126 2.21308 1.87789 0.3671 0.9209 -0.5697
H 3.59091 2.48146 -0.23255 -0.5567 0.1812 0.0910
H -2.57500 -2.74333 -1.91129 0.3549 0.1610 -0.2041
H -1.29991 -2.11885 -2.78132 -0.3790 -0.2778 0.3446
H 0.47146 -5.58525 0.28604 -0.0398 0.8259 -0.6746
H 0.64704 -4.98087 -1.46221 -0.2961 -0.0388 0.9777
H -2.34530 -5.06768 -0.36951 1.4526 -0.9655 -0.7175
H -0.63610 -6.20464 -2.97305 -1.1274 1.2108 -0.1025
H -2.55728 -6.33684 -2.82058 0.7027 1.4281 -0.3169
H 0.84209 -4.44432 5.07500 0.4098 -0.2595 -1.0657
H 2.43995 -4.65308 4.14810 -1.0997 -0.0985 0.1274
H 1.29959 -6.03328 4.37457 -0.0987 1.0135 -0.2570
H -1.27729 -5.32076 3.66639 0.5484 0.3602 -0.9397
H -1.05186 -5.47769 1.84211 0.1747 0.4257 0.8626
H -1.49181 -3.89320 2.58094 0.6972 -0.9517 0.0305
H 1.39280 0.03093 2.78742 -0.3103 -1.1792 0.1312
H 3.53121 -0.81968 3.28249 -0.6982 -0.6942 0.0164
H 3.09036 -1.85780 1.86700 -0.0687 0.2880 1.1166
H 2.89981 -2.56252 3.49969 0.1093 0.9947 -0.3118
H 0.98081 -2.23863 4.80268 -0.4977 0.6761 -0.6194
H 0.77992 -0.46249 4.93422 -0.1182 -0.9199 -0.6242
H -1.42461 -2.41256 3.86779 0.4575 0.9116 0.0318
H -1.41174 -1.23086 5.21511 0.2972 -0.2881 -1.0237
H -1.45014 -0.58682 3.54980 0.5822 -0.9862 0.4297
```
Forces are in eV/Å.

Mulliken atomic charge list, values in e, 4 entries: H 0.259; N -0.787; C 0.846; C -0.986